Version a
Below is a 4-piece molecular cluster, C3H13O5 overall, with properties calculated with the ωB97M-V functional and the def2-TZVPD basis.

**Orbital gap**: 8.807 eV
**LUMO energy**: 3.71 eV

Structure (ORCA input):
```
! wB97M-V def2-TZVPD RIJCOSX def2/J DEFGRID3
* xyz -1 1
C -0.746 0.369 1.421
O -1.509 -0.199 0.364
C 0.442 -0.516 1.854
C 1.238 -1.086 0.713
O 1.606 -0.257 -0.343
H -0.418 1.343 1.079
H -1.442 0.516 2.248
H 0.022 -1.273 2.502
H 1.089 0.155 2.428
H 2.150 -1.616 1.039
H 0.789 -2.017 0.322
H 0.911 0.454 -0.551
H -0.484 2.740 -1.244
H -1.786 3.691 -0.964
O -0.939 3.673 -1.412
H 0.435 -2.411 -1.214
H -0.361 -2.953 -2.436
O 0.340 -3.168 -1.812
H -1.062 0.063 -0.463
H -0.079 1.217 -2.248
O -0.199 1.277 -1.285
*
```

Here are the natural (NBO) charges for atoms 1 to 6, given in e: -0.065 -0.785 -0.457 -0.045 -0.787 0.181



Version b
Below is a 4-piece molecular cluster, C3H13O5 overall, with properties calculated with the ωB97M-V functional and the def2-TZVPD basis.

**Orbital gap**: 8.785 eV
**LUMO energy**: 3.76 eV

Structure (ORCA input):
```
! wB97M-V def2-TZVPD RIJCOSX def2/J DEFGRID3
* xyz -1 1
C 0.580 -1.103 1.451
O 1.113 -1.773 0.288
C 1.275 0.258 1.679
C 0.641 1.422 0.924
O -0.617 1.920 1.503
H -0.495 -0.936 1.269
H 0.775 -1.796 2.260
H 2.265 0.041 1.161
H 1.287 0.573 2.725
H 1.180 2.374 0.945
H 0.413 1.135 -0.110
H -1.022 1.100 1.820
H -1.004 -1.738 -0.809
H -2.348 -1.366 -1.009
O -1.892 -2.025 -0.466
H -0.034 1.169 -2.294
H -1.319 1.898 -2.117
O -0.586 1.879 -2.742
H 0.658 -1.302 -0.498
H 0.660 -0.856 -2.288
O -0.057 -0.470 -1.757
*
```

Here are the natural (NBO) charges for atoms 1 to 6, given in e: -0.079 -0.797 -0.481 -0.090 -0.746 0.175



The winner here is version a, beating the second structure by 6.2 kcal/mol.



Version a
Below is an isolated ion of composition C6H13N2 and charge +1, with properties calculated with the ωB97M-V functional and the def2-TZVPD basis.

**Orbital gap**: 10.910 eV
**Structure (SMILES)**: C=CC(C)(C)/[NH+]=C\N
**LUMO energy**: -3.14 eV

Structure (ORCA input):
```
! wB97M-V def2-TZVPD RIJCOSX def2/J DEFGRID3
* xyz 1 1
C -1.761 0.687 1.162
C -0.061 -0.021 -1.244
C 0.327 -0.418 0.128
C -0.081 1.264 -1.558
C 1.712 0.009 0.328
C 0.346 -1.838 0.593
N -2.553 0.437 0.191
N -0.456 0.366 1.121
H -1.957 1.261 2.129
H -0.490 -0.692 -2.024
H -0.543 1.699 -2.506
H 0.483 1.948 -0.930
H -2.213 -0.035 -0.589
H 2.176 -0.297 -0.611
H 2.136 -0.365 1.218
H 1.940 1.066 0.320
H 1.274 -2.201 0.568
H -0.416 -2.461 0.264
H 0.158 -1.835 1.648
H -3.463 0.712 0.445
H 0.186 0.425 1.931
*
```

Here are the natural (NBO) charges for atoms 1 to 6, given in e: 0.384 -0.274 0.045 -0.335 -0.622 -0.602



Version b
Below is an isolated ion of composition C6H13N2 and charge +1, with properties calculated with the ωB97M-V functional and the def2-TZVPD basis.

**Orbital gap**: 10.110 eV
**Structure (SMILES)**: C=C/[NH+]=C\N(C)CC
**LUMO energy**: -3.62 eV

Structure (ORCA input):
```
! wB97M-V def2-TZVPD RIJCOSX def2/J DEFGRID3
* xyz 1 1
C 0.523 -1.319 -0.487
C -0.623 0.358 0.898
C 1.899 0.635 -0.707
C -1.406 1.299 -0.061
C 3.021 1.236 -0.303
C -1.643 -1.808 0.367
N -0.475 -0.908 0.250
N 1.734 -0.805 -0.608
H 0.496 -2.341 -0.916
H 0.285 0.918 1.154
H 1.041 1.112 -1.238
H -0.903 1.597 -1.060
H -1.333 2.270 0.311
H -2.504 1.098 -0.340
H 3.854 0.847 0.156
H -1.286 0.361 1.662
H 3.216 2.271 -0.501
H -1.872 -2.240 1.288
H -2.651 -1.171 0.082
H -1.642 -2.758 -0.184
H 2.445 -1.193 -1.189
*
```

Here are the natural (NBO) charges for atoms 1 to 6, given in e: 0.405 -0.255 -0.090 -0.635 -0.343 -0.434



The winner here is version a, beating the second structure by 11.1 kcal/mol.



Version a
Below is a 2-piece molecular cluster, C10H16S overall, with properties calculated with the ωB97M-V functional and the def2-TZVPD basis.

**Orbital gap (spin up / spin down)**: 7.357 / 3.051 eV
**LUMO energy (spin up / spin down)**: -3.98 / -8.28 eV
**⟨S²⟩**: 0.7535

Structure (ORCA input):
```
! wB97M-V def2-TZVPD RIJCOSX def2/J DEFGRID3
* xyz 1 2
C 0.326 -2.387 0.671
C -0.749 -3.339 0.250
C 2.698 -1.686 -1.209
S 1.911 -2.922 0.075
H -0.047 -1.291 0.211
H 0.374 -2.305 1.821
H -0.670 -3.732 -0.752
H -1.899 -2.949 0.130
H 3.131 -2.486 -1.689
H 1.999 -1.073 -1.768
H 3.379 -1.284 -0.632
H -1.126 -4.100 0.955
C -2.219 0.623 -1.146
C -0.269 2.062 -0.897
C -1.502 1.634 -0.425
C 0.479 3.007 -0.248
C -0.047 3.514 0.939
C -1.889 2.002 0.844
C -1.285 3.065 1.491
H 0.222 1.624 -1.717
H 1.519 3.327 -0.593
H -2.272 0.834 -2.280
H -3.182 0.420 -0.661
H 0.420 4.333 1.493
H -2.504 1.319 1.320
H -1.546 3.388 2.480
H -1.642 -0.237 -1.128
*
```

Here are the natural (NBO) charges for atoms 1 to 6, given in e: -0.667 -0.692 -0.595 0.815 0.296 0.310



Version b
Below is a 2-piece molecular cluster, C10H16S overall, with properties calculated with the ωB97M-V functional and the def2-TZVPD basis.

**Orbital gap (spin up / spin down)**: 8.595 / 3.719 eV
**LUMO energy (spin up / spin down)**: -3.39 / -8.10 eV
**⟨S²⟩**: 0.7539

Structure (ORCA input):
```
! wB97M-V def2-TZVPD RIJCOSX def2/J DEFGRID3
* xyz 1 2
C -1.178 -1.647 -1.322
C -2.448 -0.104 0.172
C -1.480 -0.338 -0.845
C -2.889 1.116 0.509
C -2.301 2.287 -0.084
C -1.068 0.853 -1.540
C -1.458 2.156 -1.159
H -2.823 -1.045 0.638
H -3.544 1.330 1.219
H -2.143 -2.204 -1.549
H -0.815 -2.156 -0.451
H -2.725 3.187 0.326
H -0.299 0.678 -2.414
H -0.721 2.992 -1.355
H -0.612 -1.950 -2.255
C 2.211 0.270 -0.083
C 2.968 1.123 0.898
C 1.341 -1.766 2.075
S 2.150 -1.503 0.314
H 1.301 0.746 -0.227
H 2.803 0.242 -1.042
H 4.046 0.950 0.781
H 2.834 1.067 1.953
H 0.722 -2.632 1.713
H 2.137 -2.039 2.670
H 0.636 -0.961 2.485
H 2.614 2.144 0.765
*
```

Here are the natural (NBO) charges for atoms 1 to 6, given in e: -0.669 -0.197 -0.055 -0.192 -0.183 -0.203



The winner here is version b, beating the second structure by 15.9 kcal/mol.



Version a
Below is a 2-piece molecular cluster, CH3ClO2PS overall, with properties calculated with the ωB97M-V functional and the def2-TZVPD basis.

**Orbital gap**: 7.923 eV
**LUMO energy**: 3.55 eV

Structure (ORCA input):
```
! wB97M-V def2-TZVPD RIJCOSX def2/J DEFGRID3
* xyz -1 1
C 1.239 1.159 0.093
O 0.404 -0.770 -0.203
O -1.779 0.014 1.047
P -1.098 -0.893 0.056
S 2.737 1.014 -0.674
Cl -1.526 -2.847 0.314
H 1.261 1.230 1.190
H -1.720 -0.596 -1.377
H 0.481 1.689 -0.446
*
```

Here are the natural (NBO) charges for atoms 1 to 6, given in e: -0.285 -1.089 -1.131 1.925 -0.242 -0.361



Version b
Below is an isolated ion of composition CH3ClO2PS and charge -1, with properties calculated with the ωB97M-V functional and the def2-TZVPD basis.

**Orbital gap**: 7.933 eV
**LUMO energy**: 2.94 eV

Structure (ORCA input):
```
! wB97M-V def2-TZVPD RIJCOSX def2/J DEFGRID3
* xyz -1 1
C 1.050 0.186 -0.286
O -3.232 -0.114 0.215
O -1.609 1.801 0.609
P -1.859 0.442 0.138
S -0.078 -1.018 0.115
Cl 1.962 -2.541 0.319
H 1.509 -0.165 -1.245
H 1.852 0.353 0.391
H 0.405 1.056 -0.256
*
```

Here are the natural (NBO) charges for atoms 1 to 6, given in e: -0.824 -1.069 -1.085 1.840 0.156 -0.713



The winner here is version b, beating the second structure by 8.1 kcal/mol.



Version a
Below is C5H10N2S as an isolated structure, with properties calculated with the ωB97M-V functional and the def2-TZVPD basis.

**Orbital gap**: 9.571 eV
**LUMO energy**: 0.81 eV

Structure (ORCA input):
```
! wB97M-V def2-TZVPD RIJCOSX def2/J DEFGRID3
* xyz 0 1
C -0.969 -1.737 -0.844
C 0.105 -0.685 -0.489
C 1.450 -1.171 0.041
C 0.139 0.176 0.826
C -0.499 1.480 0.637
H -2.049 -1.466 -1.008
H -0.629 -2.292 -1.722
H -1.063 -2.476 0.026
H 0.181 0.065 -1.218
H 1.342 -2.107 0.625
H 2.320 -1.270 -0.593
H 1.874 -0.194 1.908
H -0.386 -0.439 1.632
H -1.101 1.787 1.492
H -0.667 4.284 -1.495
N 1.548 0.045 0.947
N -0.472 2.224 -0.438
S -1.124 3.776 -0.329
*
```

Here are the natural (NBO) charges for atoms 1 to 6, given in e: -0.619 -0.226 -0.209 -0.102 0.100 0.224



Version b
Below is a 2-piece molecular cluster, C5H10N2S overall, with properties calculated with the ωB97M-V functional and the def2-TZVPD basis.

**Orbital gap**: 8.232 eV
**Structure (SMILES)**: C/C=[N+](/C)[S-].CC#N
**LUMO energy**: 0.72 eV

Structure (ORCA input):
```
! wB97M-V def2-TZVPD RIJCOSX def2/J DEFGRID3
* xyz 0 1
C -1.902 -0.099 0.252
C 1.046 -0.989 -0.113
C -2.600 1.108 -0.177
C 0.853 -1.459 -1.509
C 1.553 0.673 1.513
N -1.177 -0.963 0.471
N 1.297 0.255 0.155
S 0.925 1.544 -0.839
H 1.094 -1.803 0.580
H -2.541 1.727 0.633
H -3.683 0.750 -0.464
H -2.154 1.663 -0.911
H 1.065 -2.531 -1.491
H 1.472 -0.924 -2.142
H -0.249 -1.312 -1.881
H 0.833 0.271 2.270
H 2.397 0.316 1.972
H 1.772 1.774 1.677
*
```

Here are the natural (NBO) charges for atoms 1 to 6, given in e: 0.358 0.208 -0.706 -0.670 -0.438 -0.402



Version c
Below is a single C5H10N2S molecule, with properties calculated with the ωB97M-V functional and the def2-TZVPD basis.

**Orbital gap**: 9.138 eV
**Structure (SMILES)**: N[C@]12CNC[C@H]1[C@H]2S
**LUMO energy**: 0.70 eV

Structure (ORCA input):
```
! wB97M-V def2-TZVPD RIJCOSX def2/J DEFGRID3
* xyz 0 1
C -0.468 -0.631 0.310
C -0.207 0.629 1.250
C -0.232 1.449 -0.941
C -0.175 0.012 -1.011
C 0.878 -0.930 -0.457
H -1.725 -2.077 0.968
H -1.390 -2.097 -0.640
H 0.416 0.311 2.026
H -1.267 0.897 1.584
H 1.191 1.959 0.732
H -1.182 1.859 -1.282
H 0.502 2.024 -1.485
H -0.875 -0.389 -1.809
H 1.039 -1.896 -1.078
H 2.456 -1.128 1.151
N -1.686 -1.443 0.210
N 0.185 1.846 0.436
S 2.538 -0.396 0.036
*
```

Here are the natural (NBO) charges for atoms 1 to 6, given in e: 0.093 -0.254 -0.242 -0.258 -0.403 0.354



The winner here is version a, beating the second structure by 6.7 kcal/mol.



Version a
Below is a single C3H4P2 molecule, with properties calculated with the ωB97M-V functional and the def2-TZVPD basis.

**Orbital gap (spin up / spin down)**: 7.830 / 6.840 eV
**LUMO energy (spin up / spin down)**: -1.24 / -1.39 eV

Structure (ORCA input):
```
! wB97M-V def2-TZVPD RIJCOSX def2/J DEFGRID3
* xyz 0 1
C 0.642 -0.114 0.341
C -0.542 0.017 -0.779
C -0.639 0.752 0.472
P 2.185 0.389 -0.223
P -1.905 -0.650 0.297
H 0.424 -0.924 0.990
H -0.245 0.201 -1.809
H 2.940 0.241 1.088
H -2.860 0.087 -0.376
*
```

Here are the natural (NBO) charges for atoms 1 to 6, given in e: -0.670 -0.502 -0.116 0.431 0.446 0.233



Version b
Below is a single C3H4P2 molecule, with properties calculated with the ωB97M-V functional and the def2-TZVPD basis.

**Orbital gap**: 8.513 eV
**Structure (SMILES)**: P1[C@@H]2[C@H]3PC123
**LUMO energy**: 0.09 eV

Structure (ORCA input):
```
! wB97M-V def2-TZVPD RIJCOSX def2/J DEFGRID3
* xyz 0 1
C 0.491 0.598 -0.542
C -0.487 0.647 0.531
C -0.021 -0.772 0.059
P 1.876 -0.398 0.106
P -1.805 -0.364 -0.098
H 0.151 0.853 -1.618
H -0.230 0.955 1.610
H 2.371 -0.715 -1.136
H -2.347 -0.804 1.088
*
```

Here are the natural (NBO) charges for atoms 1 to 6, given in e: -0.517 -0.543 -0.578 0.655 0.656 0.231



The winner here is version b, beating the second structure by 37.0 kcal/mol.